A single C4H2N2S molecule at a distorted geometry, computed with the ωB97M-V functional and the def2-TZVPD basis.

Atoms and positions in Å:
C1 1.303 1.841 -0.028
C2 1.152 0.612 0.146
N1 1.318 -0.688 0.000
C3 0.300 -1.433 -0.075
N2 -0.991 -1.161 0.089
C4 -1.787 -0.261 0.126
S1 -3.056 0.655 -0.068
H1 1.341 2.810 0.212
H2 0.419 -2.376 -0.402

Properties
LUMO level: -0.692 eV
total charge: 0
highest occupied orbital energy: -9.25 eV
gap between HOMO and LUMO: 8.56 eV
E_tot: -17992.125 eV
SMILES string: C#C/N=C\N=C=S
relative energy (zero: lowest compared OMol25 entry of this formula, charge and spin): 62.5 kcal/mol